The following is a quantum chemistry calculation of 11 unconnected molecules or ions with the total composition C14H52O11PS2, from OMol25.

Calculated values
net charge: +1
E_HOMO: -11.367 eV
HOMO-LUMO gap: 7.24 eV

Each atom is followed by the atoms it is bonded to, with distances in Å.
Positions of all 80 atoms, in Å:
1 H 2.109 1.669 4.262  C31 1.094
2 H -0.082 -5.570 6.738  C45 1.093
3 H -1.027 0.355 -2.272  O5 0.964
4 O -0.669 -1.547 -1.612  H28 0.961, C59 1.423
5 O -0.942 1.309 -2.164  H3 0.964, C66 1.430
6 C -2.200 2.044 -6.965  H15 1.086, H36 1.090, O50 1.427, H77 1.094
7 O 8.208 2.246 0.015  H27 0.959, C32 1.426
8 S 4.732 0.242 1.210  H17 1.344, C61 1.822, P62 2.218
9 O -1.439 -4.396 5.658  H39 0.964, C45 1.418
10 H 0.229 -3.828 6.657  C45 1.089
11 H -2.184 -2.648 2.768  C21 1.088
12 H 0.624 1.122 3.502  C31 1.097
13 H 6.570 3.514 0.282  C32 1.094
14 C -5.071 3.476 -9.460  O22 1.423, H40 1.088, H51 1.093, H65 1.093
15 H -2.494 1.883 -7.998  C6 1.086
16 O -1.100 -1.224 1.799  H18 0.962, C21 1.432
17 H 4.004 -0.671 0.543  S8 1.344
18 H -1.252 -0.495 1.190  O16 0.962
19 H 7.659 3.362 1.694  C32 1.094
20 H 7.060 -1.167 1.688  P62 1.401
21 C -2.367 -1.835 2.069  H11 1.088, O16 1.432, H24 1.091, H33 1.092
22 O -4.731 3.734 -8.103  C14 1.423, H70 0.961
23 C 2.422 0.107 2.793  C31 1.543, H41 1.094, H42 1.090, C61 1.526
24 H -3.057 -1.126 2.527  C21 1.091
25 H -0.520 1.988 -5.974  O50 0.960
26 H 0.968 2.027 -0.713  C48 1.090
27 H 7.721 1.476 0.313  O7 0.959
28 H -0.231 -1.013 -0.943  O4 0.961
29 H 0.228 -1.202 3.730  C75 1.091
30 H -5.632 2.693 -2.572  O79 0.961
31 C 1.586 0.779 3.902  H1 1.094, H12 1.097, C23 1.543, O43 1.399
32 C 7.610 3.400 0.602  O7 1.426, H13 1.094, H19 1.094, H63 1.086
33 H -2.815 -2.240 1.159  C21 1.092
34 H -1.164 -3.044 -0.251  C59 1.089
35 H -6.416 4.884 -2.798  C55 1.092
36 H -2.472 3.062 -6.685  C6 1.090
37 H 3.070 1.819 1.611  C61 1.094
38 S 5.130 -2.736 3.030  P62 1.905
39 H -1.756 -5.157 5.159  O9 0.964
40 H -4.137 3.348 -10.002  C14 1.088
41 H 1.793 -0.191 1.950  C23 1.094
42 H 2.874 -0.804 3.185  C23 1.090
43 O 1.404 -0.046 5.018  C31 1.399, C75 1.427
44 H -0.681 -8.638 4.251  C46 1.092
45 C -0.121 -4.689 6.092  H2 1.093, O9 1.418, H10 1.089, H73 1.095
46 C -1.626 -8.224 3.894  H44 1.092, O49 1.427, H68 1.092, H76 1.087
47 H -1.145 -3.489 -1.967  C59 1.087
48 C 1.546 2.949 -0.652  H26 1.090, H52 1.090, O74 1.437, H78 1.088
49 O -1.527 -6.820 3.660  C46 1.427, H67 0.960
50 O -0.791 1.836 -6.882  C6 1.427, H25 0.960
51 H -5.662 2.562 -9.561  C14 1.093
52 H 0.955 3.757 -1.083  C48 1.090
53 H 0.382 -3.271 -1.099  C59 1.093
54 H -0.086 -1.422 5.449  C75 1.090
55 C -5.397 4.626 -2.502  H35 1.092, H57 1.087, H71 1.093, O79 1.424
56 H 1.119 3.369 1.210  O74 0.962
57 H -4.713 5.334 -2.964  C55 1.087
58 H 6.205 -0.133 3.508  P62 1.402
59 C -0.643 -2.908 -1.198  O4 1.423, H34 1.089, H47 1.087, H53 1.093
60 H 1.382 -2.101 4.758  C75 1.094
61 C 3.496 1.058 2.271  S8 1.822, C23 1.526, H37 1.094, H64 1.091
62 P 5.934 -1.087 2.517  S8 2.218, H20 1.401, S38 1.905, H58 1.402
63 H 8.175 4.261 0.259  C32 1.086
64 H 4.058 1.549 3.067  C61 1.091
65 H -5.620 4.309 -9.905  C14 1.093
66 C -2.107 1.909 -2.738  O5 1.430, H69 1.090, H72 1.092, H80 1.086
67 H -0.867 -6.673 2.978  O49 0.960
68 H -1.937 -8.757 2.993  C46 1.092
69 H -3.015 1.578 -2.235  C66 1.090
70 H -5.545 3.853 -7.606  O22 0.961
71 H -5.307 4.710 -1.416  C55 1.093
72 H -2.178 1.671 -3.801  C66 1.092
73 H 0.549 -4.850 5.240  C45 1.095
74 O 1.927 3.253 0.700  C48 1.437, H56 0.962
75 C 0.699 -1.248 4.713  H29 1.091, O43 1.427, H54 1.090, H60 1.094
76 H -2.382 -8.366 4.661  C46 1.087
77 H -2.740 1.333 -6.333  C6 1.094
78 H 2.463 2.844 -1.228  C48 1.088
79 O -5.027 3.330 -2.962  H30 0.961, C55 1.424
80 H -2.020 2.986 -2.625  C66 1.086

The following is a quantum chemistry calculation of 13 unconnected molecules or ions with the total composition C14H54N12O13, from OMol25.

Calculated values
energy above the lowest of the compared OMol25 structures with the same formula, charge and spin: 0.0000 eV
E_HOMO: -9.556 eV
HOMO-LUMO gap: 10.01 eV

Each atom is followed by the atoms it is bonded to, with distances in Å.
Positions of all 93 atoms, in Å:
1 H 6.704 13.465 6.049  N14 0.998
2 N 10.836 14.087 10.348  H6 1.021, H39 1.040, C50 1.389
3 H 9.197 9.821 15.474  C59 1.101
4 H 13.827 14.466 12.828  N86 0.997
5 N 11.814 10.537 13.818  H7 1.010, H40 1.002, C91 1.383
6 H 11.757 14.454 10.101  N2 1.021
7 H 11.180 9.794 13.562  N5 1.010
8 H 14.883 16.165 7.652  C75 1.123
9 H 14.062 11.492 10.424  N17 1.069
10 O 13.973 11.318 13.621  C91 1.208
11 H 8.466 15.510 15.243  C21 1.145
12 H 17.119 12.760 11.798  N34 0.995
13 H 6.191 9.741 8.913  C36 1.085
14 N 6.782 13.125 6.983  H1 0.998, H48 1.007, C72 1.379
15 H 10.398 17.087 11.521  O51 0.976
16 H 11.760 10.104 10.058  N32 1.016
17 N 14.823 11.814 9.746  H9 1.069, H38 1.036, C92 1.429
18 H 13.501 14.285 8.682  O45 0.992
19 H 12.334 9.089 12.232  N90 1.009
20 H 7.959 9.173 11.105  O76 0.961
21 C 9.558 15.186 15.361  H11 1.145, O42 1.452, H53 1.091, H84 1.081
22 H 8.357 17.716 10.448  C47 1.094
23 H 8.158 11.238 15.602  C59 1.092
24 H 13.373 17.067 7.329  C75 1.094
25 H 12.174 10.878 6.092  C58 1.107
26 C 5.680 13.735 10.367  H41 1.122, H62 1.087, O82 1.444, H87 1.089
27 N 9.056 13.771 7.248  H60 1.017, C72 1.369, H81 1.009
28 H 14.018 14.247 6.430  C71 1.066
29 H 15.193 15.770 9.974  N69 1.003
30 H 9.453 11.289 11.457  N78 1.029
31 O 12.940 11.448 7.873  C58 1.396, H64 0.984
32 N 11.729 9.159 9.687  H16 1.016, C37 1.345, H83 1.012
33 H 10.879 6.952 8.972  N35 0.971
34 N 16.178 12.798 11.476  H12 0.995, H77 1.034, C92 1.427
35 N 10.324 7.276 9.700  H33 0.971, C37 1.391, H49 0.988
36 C 6.735 9.075 9.575  H13 1.085, H55 1.137, H56 1.075, O76 1.422
37 C 10.830 8.402 10.342  N32 1.345, N35 1.391, O70 1.246
38 H 14.776 11.335 8.829  N17 1.036
39 H 10.269 14.690 10.978  N2 1.040
40 H 11.387 11.283 14.333  N5 1.002
41 H 5.744 12.934 11.149  C26 1.122
42 O 10.132 15.044 14.035  C21 1.452, H54 0.935
43 H 12.438 14.941 6.241  C71 1.070
44 H 9.195 18.675 11.759  C47 1.082
45 O 12.749 14.486 8.066  H18 0.992, C71 1.436
46 H 9.305 11.159 13.561  O67 0.965
47 C 8.668 17.767 11.496  H22 1.094, H44 1.082, O51 1.427, H85 1.077
48 H 6.083 12.408 7.087  N14 1.007
49 H 9.808 6.605 10.210  N35 0.988
50 C 10.887 12.758 10.750  N2 1.389, O73 1.267, N78 1.427
51 O 9.567 16.730 11.888  H15 0.976, C47 1.427
52 H 14.448 16.570 5.960  C75 1.083
53 H 9.603 14.192 15.811  C21 1.091
54 H 9.800 15.655 13.410  O42 0.935
55 H 5.972 8.488 10.181  C36 1.137
56 H 7.381 8.419 9.022  C36 1.075
57 O 16.912 12.737 9.292  C92 1.211
58 C 11.945 11.594 6.905  H25 1.107, O31 1.396, H65 1.091, H80 1.093
59 C 8.364 10.357 14.991  H3 1.101, H23 1.092, H61 1.100, O67 1.338
60 H 8.723 14.731 7.201  N27 1.017
61 H 7.431 9.790 15.129  C59 1.100
62 H 4.648 14.071 10.325  C26 1.087
63 H 15.432 14.690 11.380  N69 1.023
64 H 12.696 12.084 8.583  O31 0.984
65 H 11.973 12.620 6.535  C58 1.091
66 C 13.699 15.814 11.299  N69 1.351, N86 1.427, O89 1.231
67 O 8.528 10.599 13.686  H46 0.965, C59 1.338
68 H 12.561 15.506 12.987  N86 0.967
69 N 14.907 15.397 10.860  H29 1.003, H63 1.023, C66 1.351
70 O 10.393 8.723 11.463  C37 1.246
71 C 13.328 14.949 6.836  H28 1.066, H43 1.070, O45 1.436, C75 1.526
72 C 8.071 12.829 7.372  N14 1.379, N27 1.369, O74 1.192
73 O 11.914 12.064 10.487  C50 1.267
74 O 8.232 11.804 7.961  C72 1.192
75 C 14.037 16.297 6.925  H8 1.123, H24 1.094, H52 1.083, C71 1.526
76 O 7.507 9.795 10.528  H20 0.961, C36 1.422
77 H 15.571 12.211 12.073  N34 1.034
78 N 9.673 12.287 11.334  H30 1.029, C50 1.427, H79 0.965
79 H 8.853 12.795 11.351  N78 0.965
80 H 10.998 11.400 7.415  C58 1.093
81 H 9.799 13.715 7.928  N27 1.009
82 O 6.662 14.740 10.702  C26 1.444, H88 0.972
83 H 12.022 9.223 8.720  N32 1.012
84 H 10.068 15.893 16.000  C21 1.081
85 H 7.822 17.751 12.162  C47 1.077
86 N 13.451 15.369 12.632  H4 0.997, C66 1.427, H68 0.967
87 H 5.915 13.258 9.417  C26 1.089
88 H 6.277 15.608 10.496  O82 0.972
89 O 12.964 16.580 10.677  C66 1.231
90 N 13.222 9.358 12.631  H19 1.009, C91 1.363, H93 1.012
91 C 13.119 10.504 13.363  N5 1.383, O10 1.208, N90 1.363
92 C 16.042 12.473 10.093  N17 1.429, N34 1.427, O57 1.211
93 H 14.047 9.239 12.058  N90 1.012

Quick rundown of total energy, same order as above: -68830.366 -59896.075 eV
Quick rundown of E_LUMO, same order as above: -4.131 0.449 eV
Quick rundown of max |F|, same order as above: 1.45 4.13 eV Å⁻¹